Entry 1:
{
  "formula": "C26H24IrN7O4",
  "method": "ωB97M-V/def2-TZVPD",
  "species": ["Ir", "O", "C", "N", "C", "C", "C", "C", "C", "C", "N", "C", "C", "C", "C", "C", "N", "H", "H", "H", "H", "H", "H", "H", "H", "H", "H", "O", "C", "O", "C", "C", "C", "C", "C", "C", "N", "C", "C", "C", "C", "C", "C", "N", "H", "H", "H", "H", "H", "H", "H", "H", "H", "H", "N", "C", "N", "O", "H", "H", "H", "H"],
  "xyz": [[-0.25937, -0.34625, -0.44060], [-2.63034, -0.46377, -3.63582], [-2.01055, -0.16385, -2.63660], [-0.94660, -0.84773, -2.13782], [-0.52099, -2.08850, -2.72767], [0.58918, -2.68385, -1.90610], [1.23568, -3.85848, -2.27787], [2.28512, -4.33093, -1.50764], [2.66825, -3.60816, -0.38662], [1.95327, -2.47277, -0.05399], [0.93284, -2.02546, -0.78667], [-2.32208, 1.05558, -1.80626], [-3.35603, 1.91304, -2.15388], [-3.59362, 3.02825, -1.36235], [-2.75466, 3.26939, -0.28381], [-1.74098, 2.36425, -0.00250], [-1.55150, 1.26661, -0.72501], [-0.17329, -1.90072, -3.75534], [-1.35748, -2.79873, -2.81291], [0.92051, -4.38403, -3.16668], [2.80344, -5.23728, -1.78122], [3.49677, -3.92327, 0.22594], [2.21093, -1.90502, 0.82789], [-3.94502, 1.68589, -3.03189], [-4.40422, 3.70385, -1.59089], [-2.88472, 4.13659, 0.34441], [-1.06414, 2.53602, 0.82299], [4.65914, 3.19221, 4.66978], [4.40366, 2.96855, 3.39589], [5.07951, 3.44575, 2.51963], [3.23089, 2.10517, 3.03662], [3.00723, 1.92194, 1.66093], [1.95722, 1.16824, 1.22086], [1.05885, 0.55093, 2.13229], [1.29865, 0.74021, 3.51934], [2.36169, 1.49867, 3.95049], [0.03893, -0.16419, 1.59154], [-0.84645, -0.84508, 2.38260], [-1.92109, -1.55316, 1.85601], [-2.83742, -2.27250, 2.67877], [-3.89422, -2.93299, 2.10489], [-4.05829, -2.87402, 0.71688], [-3.13175, -2.15995, -0.03130], [-2.09932, -1.53973, 0.50410], [4.06853, 2.77243, 5.31116], [3.68597, 2.39122, 0.96497], [1.79429, 1.02830, 0.15780], [0.65631, 0.30546, 4.26843], [2.50357, 1.60618, 5.01690], [-0.71926, -0.83564, 3.45292], [-2.68152, -2.28041, 3.74364], [-4.59589, -3.48782, 2.70712], [-4.87739, -3.36855, 0.22204], [-3.24812, -2.08758, -1.10334], [0.34509, 2.38457, -3.39537], [1.39649, 1.95646, -2.65914], [2.50812, 2.70634, -2.72555], [1.33052, 0.96824, -1.91528], [0.45526, 3.11881, -4.07399], [-0.43455, 1.76341, -3.52829], [2.59377, 3.46355, -3.38190], [3.33117, 2.42430, -2.22254]],
  "atomic_forces_ev_per_a": [[-1.989, -0.696, 0.323], [-0.347, 0.063, -0.182], [0.908, -0.648, 0.168], [-1.223, 0.426, -1.968], [-0.021, -0.141, -0.616], [-0.149, -0.288, -0.420], [0.020, 0.235, 0.162], [-0.134, 0.195, -0.057], [-0.244, 0.177, -0.003], [0.569, -0.302, 0.381], [-0.457, 0.299, 0.184], [-0.612, 0.224, -0.281], [0.299, -0.202, 0.071], [0.205, -0.033, 0.077], [0.020, -0.192, -0.135], [-0.036, 0.449, 0.379], [0.027, -0.516, 0.035], [0.000, -0.240, 0.159], [0.130, 0.068, -0.014], [-0.043, 0.019, -0.074], [0.032, -0.062, -0.036], [0.047, 0.007, 0.098], [-0.041, 0.109, 0.044], [0.011, -0.060, -0.003], [-0.045, 0.045, -0.022], [0.037, 0.051, 0.038], [0.020, -0.115, 0.082], [0.328, 0.246, 0.848], [0.145, 0.107, -1.001], [-0.206, -0.153, 0.603], [-0.525, -0.368, -0.483], [0.412, 0.285, 0.804], [-1.029, -0.739, 0.429], [2.621, 1.840, 1.308], [-0.452, -0.326, -0.870], [0.485, 0.302, -0.301], [-3.407, -2.567, 2.122], [3.901, 2.772, -1.171], [-2.598, -1.784, -0.911], [1.319, 1.024, -0.558], [-0.400, -0.181, -0.920], [0.351, 0.170, 0.754], [-0.329, -0.142, -0.755], [2.719, 1.407, 0.558], [0.054, 0.029, -0.352], [0.062, 0.047, 0.029], [0.142, 0.101, 0.060], [-0.066, -0.031, 0.057], [-0.024, 0.011, 0.055], [0.055, 0.040, 0.105], [0.022, -0.004, 0.202], [-0.046, -0.044, 0.107], [-0.079, -0.025, -0.063], [0.109, 0.002, -0.130], [-0.112, -0.078, -0.049], [-0.437, 0.810, -0.269], [0.160, -0.021, -0.026], [-0.251, -1.448, 1.427], [-0.007, -0.015, -0.015], [0.084, -0.039, -0.008], [0.056, -0.042, 0.012], [-0.043, -0.060, 0.017]],
  "lowdin_charge": [1.47, 0.09, -0.53, -0.19, -0.13, -0.22, 0.02, -0.01, -0.02, -0.09, -0.05, -0.20, 0.04, 0.00, -0.01, -0.08, -0.05, 0.15, 0.14, 0.13, 0.13, 0.12, 0.11, 0.14, 0.13, 0.12, 0.12, 0.17, -0.48, 0.14, -0.08, 0.02, -0.01, -0.29, 0.02, 0.01, -0.09, 0.00, -0.23, 0.04, 0.00, 0.02, -0.07, 0.08, 0.11, 0.13, 0.06, 0.11, 0.12, 0.13, 0.13, 0.13, 0.13, 0.13, 0.21, -0.62, 0.21, -0.06, 0.12, 0.10, 0.12, 0.13],
  "charge": 2,
  "orbital_gap_ha": 0.2382,
  "energy_ha": -1793.35702,
  "e_above_lowest_ev": 2.3761
}

Entry 2:
{
  "formula": "CH5NOS2",
  "method": "ωB97M-V/def2-TZVPD",
  "species": ["N", "C", "O", "H", "H", "H", "S", "S", "H", "H"],
  "xyz": [[-2.65942, 0.82399, 0.94945], [-1.73415, -0.08656, 1.43261], [-1.97132, -1.12088, 2.03773], [-3.57766, 0.77188, 1.37687], [-2.43791, 1.47656, 0.20816], [-0.68847, 0.15988, 1.19962], [1.26648, -0.95086, -1.24413], [1.79639, 1.04153, -0.87212], [0.03743, -0.83302, -0.72455], [2.45208, 0.69248, 0.25615]],
  "atomic_forces_ev_per_a": [[0.466, -0.931, 0.918], [-0.220, -0.629, -0.304], [-0.288, 1.359, -0.279], [0.109, 0.073, -0.610], [-0.049, -0.102, 0.535], [0.006, 0.278, -0.253], [-0.110, 0.573, -0.138], [0.188, -0.846, 0.290], [-0.042, -0.244, -0.013], [-0.060, 0.469, -0.146]],
  "lowdin_charge": [0.11, -0.41, 0.00, 0.10, 0.09, 0.09, 0.25, 0.21, -0.25, -0.21],
  "orbital_gap_ha": 0.3650,
  "energy_ha": -967.46529,
  "e_above_lowest_ev": 0.3294,
  "smiles": "NC=O.SS"
}

Entry 3:
{
  "formula": "C29H71F3N4O9PS",
  "method": "ωB97M-V/def2-TZVPD",
  "species": ["C", "C", "N", "C", "C", "N", "C", "C", "P", "S", "N", "C", "N", "C", "C", "C", "F", "C", "F", "F", "C", "C", "O", "H", "H", "H", "H", "H", "H", "H", "H", "H", "H", "H", "H", "H", "H", "H", "H", "H", "H", "H", "H", "H", "H", "H", "C", "C", "O", "H", "H", "H", "H", "H", "H", "C", "C", "O", "H", "H", "H", "H", "H", "H", "C", "C", "O", "H", "H", "H", "H", "H", "H", "C", "C", "O", "H", "H", "H", "H", "H", "H", "C", "C", "O", "H", "H", "H", "H", "H", "H", "C", "C", "O", "H", "H", "H", "H", "H", "H", "C", "C", "O", "H", "H", "H", "H", "H", "H", "C", "C", "O", "H", "H", "H", "H", "H", "H"],
  "xyz": [[3.34397, -0.73933, -0.49482], [3.10750, -2.36032, -0.57795], [1.66078, -2.80070, -0.51142], [0.74996, -1.74359, 0.07423], [-0.69773, -2.50414, 0.42291], [-1.84885, -2.00822, -0.43577], [-2.78082, -3.21834, -0.64588], [-3.52137, -3.33604, 0.83368], [-5.09603, -4.40328, 1.01053], [-5.49517, -4.89877, 2.88924], [-3.76221, -1.91047, 1.28295], [-2.75599, -1.12078, 0.43365], [-2.81034, 0.24586, 0.55822], [-1.88662, 1.15789, -0.26847], [-2.62794, 1.39427, -1.71070], [-1.63421, 1.40431, -3.01395], [-2.25427, 1.77518, -4.33789], [-0.18508, 1.06729, -3.03358], [0.87551, 1.75376, -2.23033], [0.29419, -0.03842, -3.94300], [1.18249, -3.30263, -1.86070], [0.35304, -4.74744, -1.99771], [1.41277, -2.67491, -3.04400], [2.66274, -0.10454, -1.20561], [3.24269, -0.44167, 0.65252], [4.47190, -0.46946, -0.77713], [3.62956, -2.73598, -1.58195], [3.70898, -2.87801, 0.29757], [0.56926, -0.91052, -0.72994], [1.10910, -1.28446, 1.08973], [-0.99084, -2.22606, 1.54596], [-0.54630, -3.66674, 0.41261], [-2.29136, -4.28074, -0.74142], [-3.61540, -2.93727, -1.44760], [-2.84263, -3.76429, 1.71742], [-4.94387, -5.67212, 0.30989], [-6.29878, -3.78335, 0.51141], [-3.74856, -1.72520, 2.31071], [-3.51802, 0.62854, 1.24810], [-1.88061, 2.19632, 0.28898], [-0.78910, 0.75709, -0.32842], [-3.17007, 2.45432, -1.69590], [-3.45546, 0.56933, -1.89714], [-0.75024, -4.47600, -2.34601], [0.82774, -5.47260, -2.78423], [0.23433, -5.27354, -0.94243], [-5.59695, 5.85035, -2.07699], [-4.94908, 4.78244, -1.22018], [-3.60445, 4.58146, -1.62992], [-5.57521, 5.56189, -3.13305], [-6.63571, 6.01414, -1.77687], [-5.05246, 6.79665, -1.99423], [-5.48296, 3.83312, -1.32289], [-4.95528, 5.06937, -0.16422], [-3.13688, 5.42810, -1.52697], [0.53323, 2.79792, 2.73061], [0.85842, 1.32035, 2.65758], [2.20604, 1.13994, 2.24808], [0.68687, 3.27424, 1.75673], [-0.50380, 2.95418, 3.04058], [1.19400, 3.30544, 3.44097], [0.21084, 0.82130, 1.93068], [0.71969, 0.83949, 3.63069], [2.77332, 1.57955, 2.90455], [2.96784, -3.66531, -6.98092], [3.85620, -4.02501, -5.80800], [3.89084, -2.95189, -4.87875], [3.33489, -2.76170, -7.47861], [2.93401, -4.48060, -7.70898], [1.94847, -3.45114, -6.64354], [4.87862, -4.21664, -6.14674], [3.48840, -4.92014, -5.29723], [2.97934, -2.79517, -4.57770], [4.03074, 4.00514, 0.27121], [4.70592, 3.78874, 1.60971], [5.33548, 2.51622, 1.63531], [3.28593, 3.22434, 0.08533], [3.53657, 4.98009, 0.23675], [4.75973, 3.95017, -0.54387], [3.97082, 3.82247, 2.41921], [5.46120, 4.55806, 1.79713], [5.99221, 2.49951, 0.91806], [-0.09063, 8.09687, 2.36320], [0.20451, 6.67642, 2.79852], [-0.22898, 5.76344, 1.80108], [-1.16293, 8.23003, 2.18610], [0.23344, 8.81308, 3.12344], [0.41852, 8.32730, 1.42167], [-0.32363, 6.44322, 3.72775], [1.27631, 6.53176, 2.96508], [0.25201, 5.97360, 0.98225], [1.88872, 11.97511, 6.04439], [1.00818, 10.80500, 5.65737], [1.44988, 10.25187, 4.42641], [1.86688, 12.74648, 5.26758], [1.55864, 12.41586, 6.98923], [2.93140, 11.65762, 6.14848], [-0.02869, 11.13086, 5.53289], [1.03484, 10.02375, 6.42311], [2.36876, 9.95795, 4.54996], [-2.55905, -9.17907, 3.17573], [-2.97763, -7.76993, 2.81047], [-1.96752, -7.15154, 2.02715], [-1.61759, -9.16805, 3.73472], [-3.32516, -9.66827, 3.78375], [-2.38764, -9.77803, 2.27535], [-3.12639, -7.16884, 3.71233], [-3.91149, -7.77341, 2.24012], [-1.84892, -7.68835, 1.22479], [2.74135, -8.58444, -3.88184], [1.37351, -9.13331, -3.53248], [0.57580, -8.11317, -2.95002], [3.23969, -8.19561, -2.98776], [3.37046, -9.35983, -4.32786], [2.65593, -7.75086, -4.58658], [1.46195, -9.95127, -2.81143], [0.86352, -9.51226, -4.42340], [0.49640, -7.39522, -3.60137]],
  "atomic_forces_ev_per_a": [[1.006, -0.041, 0.861], [2.189, 0.580, -0.794], [-0.211, 0.355, -1.600], [-1.725, -0.572, -0.150], [1.433, 1.072, 2.247], [-2.482, -0.165, 1.271], [-2.074, -0.045, 1.721], [0.793, -0.125, 1.165], [-0.752, -1.104, 1.721], [0.510, 0.662, -0.764], [3.115, 0.985, -3.249], [-1.632, -0.082, 2.452], [1.331, -3.139, -0.790], [-0.353, 1.420, -0.350], [-0.101, 1.466, -1.197], [2.680, 0.218, -0.500], [1.546, -2.306, 3.998], [-1.451, -0.492, -0.937], [-3.680, -3.237, -2.217], [-0.970, 4.778, 2.758], [0.440, 1.818, -5.605], [-0.717, 0.845, 1.030], [-1.073, -3.561, 7.531], [1.204, -1.352, 1.469], [-0.038, -0.218, -2.671], [-2.481, -0.835, 0.519], [-1.476, 0.654, 2.131], [-1.401, 1.099, -1.645], [0.163, -1.310, 1.629], [-0.120, -1.061, -2.224], [0.939, -0.752, -2.138], [-0.502, 2.347, -0.324], [-0.545, 2.554, -0.481], [2.021, -0.865, 1.560], [-1.203, 0.147, -2.340], [0.254, 1.363, -0.249], [1.163, -0.023, -0.505], [0.038, -0.167, -1.241], [1.230, -0.585, -1.301], [0.136, -2.211, -1.062], [-2.303, 0.478, 0.139], [1.093, -2.279, 0.056], [1.924, 1.546, 0.213], [2.447, -0.482, 0.460], [-0.697, 1.727, 1.677], [0.567, 0.984, -2.281], [-0.199, 0.027, -0.145], [-0.127, 0.465, -0.031], [0.547, -0.034, 0.091], [-0.048, -0.037, 0.182], [0.106, 0.058, -0.049], [-0.110, -0.056, 0.106], [0.206, 0.015, -0.029], [-0.193, -0.034, 0.035], [-0.189, -0.465, -0.102], [-0.183, -0.001, -0.192], [0.437, 0.429, 0.387], [0.092, -0.124, 0.049], [-0.100, -0.093, 0.167], [0.083, 0.144, 0.011], [-0.149, -0.069, 0.022], [0.156, -0.089, -0.077], [-0.245, -0.052, 0.018], [-0.127, -0.261, -0.407], [-0.039, -0.028, -0.259], [-0.280, 0.293, 0.032], [-0.065, 0.080, 0.255], [0.031, -0.175, 0.068], [-0.061, 0.078, 0.005], [0.046, -0.116, -0.009], [-0.093, 0.106, 0.185], [0.038, -0.207, -0.123], [0.376, -0.013, -0.026], [-0.246, 0.061, -0.117], [0.197, -0.045, -0.420], [0.243, -0.219, -0.021], [0.057, 0.081, 0.124], [0.052, -0.031, -0.081], [-0.031, 0.134, 0.085], [0.152, -0.131, -0.009], [-0.157, 0.165, 0.066], [-0.343, -0.037, 0.415], [-0.084, 0.213, 0.187], [0.059, 0.439, -0.231], [-0.006, -0.464, -0.516], [0.104, -0.083, 0.089], [-0.001, -0.022, -0.180], [0.080, 0.007, 0.105], [0.021, -0.143, -0.206], [0.035, 0.091, 0.186], [-0.271, -0.051, 0.451], [-0.013, 0.234, 0.075], [0.319, 0.121, 0.159], [0.276, -0.322, -0.245], [-0.092, -0.110, 0.122], [0.102, -0.012, -0.067], [-0.095, -0.012, 0.113], [0.148, -0.151, -0.151], [-0.124, 0.097, 0.148], [-0.479, 0.195, -0.091], [0.042, -0.141, 0.151], [-0.039, -0.436, 0.029], [0.252, 0.384, -0.635], [-0.176, 0.053, -0.015], [0.090, -0.014, -0.083], [-0.130, 0.000, 0.058], [0.085, 0.058, -0.270], [-0.151, -0.022, 0.198], [0.013, 0.208, 0.472], [0.224, -0.052, 0.039], [0.234, 0.117, -0.288], [-0.386, 0.511, 0.090], [-0.068, -0.143, -0.078], [-0.014, 0.134, 0.001], [0.005, -0.127, -0.073], [-0.168, 0.219, -0.010], [0.111, -0.169, 0.003], [0.022, -0.516, 0.263]],
  "lowdin_charge": [-0.11, -0.21, -0.13, -0.13, -0.13, -0.05, -0.12, -0.48, 0.37, 0.08, 0.04, -0.12, 0.10, -0.11, -0.08, -0.04, -0.04, -0.01, -0.02, -0.02, -0.23, -0.02, -0.05, 0.07, 0.07, 0.10, 0.14, 0.13, 0.11, 0.13, 0.14, 0.13, 0.13, 0.16, 0.14, -0.01, -0.01, 0.15, 0.19, 0.15, 0.11, 0.11, 0.14, 0.09, 0.08, 0.09, -0.09, -0.33, -0.12, 0.08, 0.08, 0.08, 0.11, 0.11, 0.10, -0.09, -0.33, -0.10, 0.07, 0.08, 0.08, 0.08, 0.11, 0.09, -0.09, -0.33, -0.10, 0.08, 0.07, 0.07, 0.11, 0.10, 0.04, -0.09, -0.33, -0.09, 0.07, 0.07, 0.08, 0.10, 0.11, 0.09, -0.08, -0.33, -0.11, 0.08, 0.05, 0.08, 0.12, 0.11, 0.09, -0.09, -0.32, -0.11, 0.08, 0.08, 0.07, 0.12, 0.11, 0.09, -0.09, -0.35, -0.11, 0.08, 0.08, 0.07, 0.10, 0.09, 0.08, -0.09, -0.32, -0.11, 0.08, 0.08, 0.07, 0.12, 0.11, 0.06],
  "charge": 1,
  "orbital_gap_ha": 0.2598,
  "energy_ha": -3082.10382
}

Looking at molecular weight for the records above, in order, we have 690.74 111.19 739.94 g/mol.